No. 1
Density functional theory data (ωB97M-V/def2-TZVPD) for the molecule C3H8N4O in a non-equilibrium geometry.

ORCA input file:
```
! RIJCOSX wB97M-V def2-TZVPD def2/J DEFGRID3
* xyz 0 1
N -3.048 0.726 -0.231
C -2.065 -0.255 -0.076
N -0.921 -0.130 0.517
C 0.012 -1.158 0.371
C 1.383 -0.536 0.060
O 2.265 -1.298 -0.444
N 1.580 0.695 0.427
N 2.710 1.431 -0.141
H -2.877 1.724 -0.016
H -3.954 0.292 -0.832
H -2.284 -1.253 -0.473
H -0.060 -1.920 -0.460
H 0.191 -1.634 1.394
H 0.778 1.210 0.650
H 2.782 1.050 -1.116
H 3.507 1.057 0.370
*
```

As for the structure (SMILES): N/C=N/CC(=O)NN.


No. 2
Density functional theory data (ωB97M-V/def2-TZVPD) for the molecule C10H14N2O in a non-equilibrium geometry.

ORCA input file:
```
! RIJCOSX wB97M-V def2-TZVPD def2/J DEFGRID3
* xyz 0 1
C 0.522 2.257 0.712
N 0.856 1.078 -0.230
C 2.287 0.800 -0.365
C 2.409 -0.683 -0.045
O 3.596 -1.481 -0.493
C 1.048 -1.353 -0.330
C 0.279 -0.175 0.311
C -1.184 -0.346 0.036
C -2.052 -1.238 0.744
C -3.405 -1.201 0.358
C -3.773 -0.180 -0.545
N -2.944 0.654 -1.162
C -1.627 0.620 -0.747
H 1.367 2.247 1.415
H -0.477 2.190 1.117
H 0.710 3.203 0.204
H 2.449 0.913 -1.382
H 3.036 1.515 0.116
H 2.567 -0.790 1.067
H 3.807 -1.433 -1.386
H 0.680 -1.379 -1.361
H 1.023 -2.365 0.184
H 0.504 -0.220 1.396
H -1.746 -1.897 1.672
H -4.235 -1.804 0.611
H -4.862 -0.227 -0.842
H -0.835 1.296 -1.054
*
```

As for the structure (SMILES): CN1C[C@H](O)C[C@@H]1c1cccnc1.


No. 3
Density functional theory data (ωB97M-V/def2-TZVPD) for a cluster of 13 separate species, C52H104O13 in total in a non-equilibrium geometry.

ORCA input file:
```
! RIJCOSX wB97M-V def2-TZVPD def2/J DEFGRID3
* xyz 0 1
C 3.008 1.636 -6.700
C 2.455 2.574 -5.636
C 2.499 1.649 -4.366
O 3.136 0.464 -4.769
C 3.922 0.701 -5.953
H 3.501 2.222 -7.485
H 2.281 1.057 -7.274
H 1.469 2.925 -5.928
H 3.128 3.389 -5.378
H 1.541 1.369 -3.915
H 3.047 2.124 -3.542
H 4.206 -0.254 -6.387
H 4.854 1.187 -5.634
C 5.541 3.490 0.345
C 6.460 3.386 -0.870
C 5.452 3.477 -2.037
O 4.169 3.516 -1.449
C 4.197 2.955 -0.139
H 5.452 4.548 0.586
H 5.973 2.855 1.123
H 6.871 2.378 -0.856
H 7.181 4.197 -0.840
H 5.625 2.589 -2.661
H 5.544 4.294 -2.753
H 4.083 1.865 -0.253
H 3.372 3.208 0.529
C 3.366 -3.375 -3.576
C 3.551 -4.800 -4.086
C 2.676 -5.652 -3.160
O 1.698 -4.756 -2.670
C 1.933 -3.399 -3.009
H 3.602 -2.646 -4.348
H 4.094 -3.252 -2.766
H 4.586 -5.139 -4.098
H 3.118 -4.873 -5.087
H 3.208 -6.062 -2.296
H 2.153 -6.414 -3.743
H 1.739 -2.800 -2.116
H 1.166 -3.124 -3.744
C -2.928 3.166 -2.833
C -3.393 4.520 -2.355
C -2.354 5.427 -3.019
O -1.169 4.700 -3.146
C -1.422 3.299 -2.922
H -3.416 2.856 -3.766
H -3.267 2.323 -2.220
H -3.213 4.592 -1.278
H -4.425 4.753 -2.604
H -2.315 6.406 -2.517
H -2.673 5.823 -4.002
H -0.968 3.073 -1.951
H -0.942 2.776 -3.749
C 3.826 2.293 4.903
C 3.590 2.584 3.389
C 2.848 1.352 2.874
O 2.239 0.767 4.002
C 3.114 0.952 5.126
H 3.433 3.116 5.495
H 4.885 2.221 5.160
H 4.480 2.636 2.770
H 2.958 3.458 3.524
H 3.579 0.708 2.368
H 2.140 1.634 2.090
H 3.818 0.125 5.241
H 2.463 0.970 6.000
C 0.099 -0.612 1.003
C 0.872 -0.289 -0.294
C -0.324 -0.212 -1.283
O -1.429 0.275 -0.532
C -1.130 0.266 0.844
H 0.653 -0.545 1.941
H -0.198 -1.667 0.960
H 1.599 -1.041 -0.596
H 1.393 0.670 -0.233
H -0.487 -1.218 -1.687
H -0.225 0.497 -2.108
H -1.979 -0.089 1.429
H -0.881 1.277 1.198
C -1.617 -5.943 0.932
C -0.885 -4.569 0.935
C 0.396 -4.869 1.699
O 0.050 -5.885 2.607
C -0.909 -6.767 2.030
H -1.505 -6.385 -0.056
H -2.649 -5.676 1.146
H -1.527 -3.843 1.442
H -0.823 -4.214 -0.095
H 0.798 -3.953 2.129
H 1.114 -5.251 0.961
H -1.637 -6.999 2.805
H -0.486 -7.688 1.630
C -2.254 -1.744 4.091
C -3.497 -1.184 4.783
C -3.419 -1.885 6.150
O -2.082 -2.339 6.293
C -1.263 -1.838 5.247
H -2.012 -1.104 3.240
H -2.363 -2.762 3.705
H -4.430 -1.476 4.303
H -3.435 -0.103 4.920
H -4.037 -2.783 6.064
H -3.783 -1.250 6.958
H -0.415 -2.502 5.110
H -0.904 -0.814 5.432
C -5.550 -1.836 -0.105
C -4.435 -1.840 0.930
C -4.558 -3.235 1.581
O -5.765 -3.805 1.058
C -6.574 -2.749 0.514
H -5.134 -2.252 -1.026
H -5.909 -0.828 -0.324
H -4.629 -1.110 1.724
H -3.474 -1.549 0.506
H -4.642 -3.074 2.656
H -3.696 -3.836 1.303
H -7.066 -2.251 1.356
H -7.176 -3.200 -0.270
C -5.367 3.031 0.684
C -5.299 1.886 1.722
C -5.753 2.512 3.018
O -5.381 3.872 2.920
C -5.417 4.292 1.559
H -6.221 2.854 0.026
H -4.507 2.978 0.017
H -4.252 1.576 1.813
H -5.786 0.947 1.456
H -5.179 2.124 3.866
H -6.803 2.309 3.261
H -4.531 4.893 1.364
H -6.368 4.795 1.369
C 4.026 -1.750 0.916
C 3.817 -3.250 0.817
C 5.223 -3.753 0.668
O 5.907 -3.043 1.717
C 5.380 -1.704 1.692
H 3.185 -1.274 1.417
H 4.254 -1.207 -0.003
H 3.258 -3.526 -0.087
H 3.274 -3.659 1.665
H 5.718 -3.542 -0.285
H 5.310 -4.810 0.927
H 6.078 -1.058 1.155
H 5.241 -1.350 2.713
C -0.897 0.787 -5.972
C -2.352 0.311 -6.003
C -2.320 -1.057 -5.372
O -1.048 -1.581 -5.798
C -0.122 -0.509 -5.672
H -0.699 1.549 -5.216
H -0.533 1.242 -6.894
H -2.614 0.197 -7.057
H -2.973 1.062 -5.514
H -3.062 -1.793 -5.666
H -2.256 -0.990 -4.276
H 0.758 -0.546 -6.315
H 0.300 -0.525 -4.661
C -1.913 2.475 4.111
C -0.406 2.415 4.349
C -0.059 3.901 4.605
O -1.105 4.701 4.059
C -2.122 3.869 3.479
H -2.516 2.430 5.020
H -2.285 1.749 3.384
H 0.021 2.008 3.432
H -0.022 1.820 5.174
H 0.863 4.174 4.093
H -0.046 4.102 5.675
H -1.798 3.843 2.429
H -3.129 4.263 3.573
*
```


No. 4
Density functional theory data (ωB97M-V/def2-TZVPD) for a cluster of 11 separate species, C28H78ClN21O14P3S in total in a non-equilibrium geometry.

ORCA input file:
```
! RIJCOSX wB97M-V def2-TZVPD def2/J DEFGRID3
* xyz 1 1
C -1.743 -8.323 0.478
C -2.449 -7.278 1.552
C -2.162 -7.881 3.049
C -2.424 -6.821 4.281
C -1.713 -5.358 4.086
C -0.086 -5.421 3.793
C 0.185 -4.315 2.580
C 1.771 -4.025 2.288
C 2.097 -3.669 0.685
C 2.226 -2.061 0.404
C 0.986 -1.387 -0.429
C -0.430 -1.526 0.380
C -1.366 -2.801 -0.030
O -1.051 -3.823 -0.826
C 0.957 -1.594 -2.089
N 0.870 -0.313 -2.930
C 1.777 -0.638 -4.092
C 3.382 -0.531 -3.798
O 3.849 0.752 -4.420
P -0.754 -0.537 -3.697
O -1.043 0.744 -4.895
Cl -2.327 -0.358 -2.262
C 1.122 0.868 -2.038
P 0.030 2.429 -2.103
O -1.170 2.431 -1.026
C 1.213 0.271 -0.477
P 2.934 0.941 0.137
S 2.988 1.180 2.098
H -1.627 -9.362 1.024
H -2.422 -8.369 -0.475
H -0.701 -7.904 0.148
H -1.885 -6.254 1.448
H -3.586 -7.093 1.304
H -1.082 -8.333 3.185
H -2.926 -8.781 3.213
H -2.118 -7.298 5.324
H -3.597 -6.626 4.355
H -2.245 -4.794 3.191
H -1.892 -4.680 5.048
H 0.558 -5.073 4.724
H 0.244 -6.461 3.363
H -0.422 -3.343 2.912
H -0.269 -4.780 1.607
H 2.382 -5.021 2.529
H 2.189 -3.202 3.025
H 1.398 -4.252 -0.054
H 3.187 -4.123 0.509
H 3.222 -1.908 -0.225
H 2.268 -1.539 1.465
H -1.129 -0.561 0.308
H -0.168 -1.611 1.541
H -2.440 -2.858 0.488
H 1.892 -2.304 -2.258
H 0.095 -2.239 -2.547
H 1.479 -0.040 -5.079
H 1.564 -1.781 -4.364
H 4.006 -1.384 -4.353
H 3.683 -0.474 -2.667
H 3.705 1.481 -3.745
H -1.814 1.257 -4.464
H 2.212 1.348 -2.121
H -0.451 2.799 -3.410
H 0.892 3.541 -1.677
H 0.497 0.887 0.254
H 3.163 2.289 -0.401
H 4.014 0.120 -0.368
C -0.240 3.136 -8.629
O 0.278 4.038 -9.268
N 0.065 2.888 -7.342
N -1.163 2.310 -9.154
H -0.351 2.150 -6.800
H 0.755 3.487 -6.909
H -1.421 2.463 -10.120
H -1.601 1.562 -8.643
C -2.871 -9.922 7.074
O -2.353 -9.020 6.435
N -2.566 -10.170 8.361
N -3.794 -10.748 6.550
H -2.982 -10.908 8.904
H -1.876 -9.571 8.794
H -4.052 -10.596 5.583
H -4.232 -11.496 7.060
C 0.570 -5.037 -4.287
O 0.675 -3.845 -4.044
N 0.051 -5.915 -3.410
N 0.965 -5.579 -5.453
H -0.044 -6.900 -3.592
H -0.259 -5.548 -2.519
H 1.362 -4.952 -6.141
H 0.887 -6.558 -5.671
C -2.750 -1.697 3.701
O -2.356 -2.139 2.634
N -3.498 -2.418 4.556
N -2.470 -0.449 4.119
H -3.831 -2.071 5.440
H -3.731 -3.363 4.280
H -1.909 0.127 3.505
H -2.785 -0.067 4.995
C -4.919 -4.165 7.234
O -4.114 -3.254 7.352
N -4.709 -5.392 7.742
N -6.088 -4.022 6.584
H -5.360 -6.154 7.655
H -3.840 -5.542 8.239
H -6.285 -3.113 6.185
H -6.763 -4.760 6.476
C 3.354 5.892 3.553
O 3.624 7.008 3.966
N 4.247 5.118 2.909
N 2.139 5.334 3.705
H 4.043 4.197 2.562
H 5.174 5.501 2.774
H 1.437 5.883 4.184
H 1.898 4.416 3.372
C -0.038 5.861 -4.766
O 0.769 5.015 -5.119
N -0.452 6.853 -5.575
N -0.586 5.876 -3.538
H -1.116 7.559 -5.303
H -0.064 6.878 -6.509
H -0.301 5.146 -2.898
H -1.252 6.564 -3.229
C 2.416 7.845 -9.586
O 3.221 8.756 -9.467
N 2.626 6.618 -9.077
N 1.247 7.988 -10.236
H 1.976 5.856 -9.165
H 3.495 6.468 -8.580
H 1.050 8.897 -10.634
H 0.572 7.250 -10.344
C 3.844 9.315 0.873
O 4.651 8.469 0.521
N 3.430 10.307 0.065
N 3.296 9.330 2.102
H 2.766 11.012 0.337
H 3.818 10.332 -0.869
H 3.581 8.600 2.742
H 2.630 10.018 2.411
C 0.718 12.356 3.263
O 1.655 11.776 2.737
N -0.149 11.740 4.086
N 0.469 13.664 3.066
H -0.927 12.201 4.528
H 0.002 10.755 4.261
H 1.099 14.165 2.453
H -0.297 14.159 3.490
*
```


No. 5
Density functional theory data (ωB97M-V/def2-TZVPD) for a cluster of 2 separate species, C3H9N2O in total in a non-equilibrium geometry.

ORCA input file:
```
! RIJCOSX wB97M-V def2-TZVPD def2/J DEFGRID3
* xyz 1 1
C 0.056 1.195 -0.919
N -0.865 0.674 -1.706
C -1.697 -0.420 -1.361
O 0.120 0.975 0.316
H 0.904 1.712 -1.373
H -0.842 0.915 -2.734
H -1.295 -0.898 -0.439
H -1.740 -1.189 -2.125
H -2.733 -0.113 -1.089
C 1.512 -0.025 1.520
N 1.049 -0.987 2.254
H 2.198 -0.216 0.696
H 1.591 0.981 1.941
H 0.712 -0.730 3.152
H 1.028 -1.875 1.867
*
```


No. 6
Density functional theory data (ωB97M-V/def2-TZVPD) for a structure of composition C29H33N3O4 in a non-equilibrium geometry.

ORCA input file:
```
! RIJCOSX wB97M-V def2-TZVPD def2/J DEFGRID3
* xyz 0 1
C 5.718 -0.739 -1.493
H 6.648 -0.275 -1.698
H 4.847 0.092 -1.901
H 5.557 -1.592 -1.978
O 5.784 -0.607 -0.026
C 4.753 -1.513 0.444
O 3.952 -2.176 -0.160
C 4.746 -1.338 1.817
H 5.808 -1.531 2.096
H 4.104 -2.221 2.337
C 4.193 -0.171 2.256
C 2.839 -0.068 2.739
C 1.854 -0.243 1.914
H 1.996 -1.354 1.201
H 0.832 -0.472 2.223
C 1.695 0.622 0.828
C 0.556 0.419 0.007
N -0.678 0.417 0.252
N -1.223 1.031 1.337
C -2.405 1.040 1.770
N -2.518 2.265 2.518
C -3.787 2.324 2.892
C -4.019 3.559 3.728
C -5.196 3.892 4.171
C -6.398 3.603 3.486
C -6.314 2.346 2.917
C -4.896 1.886 2.678
C -4.882 0.633 1.609
C -5.747 -0.331 1.389
C -5.587 -1.444 0.774
C -4.314 -1.777 0.342
C -3.159 -0.863 0.762
C -3.501 0.243 1.390
H -2.114 -1.259 0.735
H -4.002 -2.746 0.025
H -6.528 -2.114 0.271
H -6.846 0.216 1.525
H -7.170 1.576 2.641
H -7.332 3.751 3.963
H -5.282 4.792 4.699
H -3.114 4.035 4.289
H -0.392 1.323 1.853
C 0.907 -0.201 -1.473
C -0.072 -0.753 -2.123
O -1.389 -0.733 -2.013
H -1.659 -0.184 -0.918
C 0.045 -1.478 -3.368
H -0.858 -1.330 -3.954
C 1.288 -0.982 -4.335
C 2.532 -1.114 -3.277
C 2.102 -0.005 -2.117
O 2.927 0.839 -1.787
H 3.222 -0.595 -3.651
H 2.556 -2.050 -2.593
C 1.075 0.263 -4.713
H 0.770 0.846 -4.093
H 2.138 0.726 -5.314
H 0.437 0.219 -5.638
C 1.615 -2.112 -5.384
H 0.722 -2.379 -5.865
H 1.855 -2.942 -4.840
H 2.538 -1.837 -5.794
H 0.100 -2.481 -3.262
H 1.551 1.554 1.315
H 2.591 0.885 0.358
H 2.545 0.854 3.447
H 2.714 -0.894 3.782
H 4.261 0.555 1.651
H 5.007 0.100 3.334
*
```


No. 7
Density functional theory data (ωB97M-V/def2-TZVPD) for the molecule C3H2N2O2 in a non-equilibrium geometry.

ORCA input file:
```
! RIJCOSX wB97M-V def2-TZVPD def2/J DEFGRID3
* xyz 0 1
H 1.702 0.096 1.585
N 1.254 -0.731 1.207
C 0.319 -0.452 0.413
C -0.471 -1.645 0.152
N -0.756 -2.727 0.451
O -0.017 0.850 0.116
C -0.546 1.370 -1.037
O -0.827 0.778 -2.030
H -0.648 2.454 -0.873
*
```

As for the structure (SMILES): [H]/N=C(/C#N)OC=O.


Q: Which frontier orbital gap values were calculated for the entries above? A: 9.485 9.542 9.784 6.464 10.168 7.528 11.280, in eV.
Q: Which electronic energy values were calculated for the entries above? A: -413.3207 -574.0980 -3021.5403 -5199.2066 -304.1850 -1589.3312 -375.4544, in hartree.
Q: Which lowest unoccupied orbital energy values were calculated for the entries above? A: 0.59 0.79 0.48 -3.27 -4.00 -0.32 -0.19, in eV.